Entry 1:
DFT (wB97M-V/def2-TZVPD) results for 2 unconnected molecules or ions with the total composition CH2INS at a distorted geometry.

XYZ file:
```
6
Properties=species:S:1:pos:R:3:nbo_charge:R:1
C -0.195 0.576 0.373 -0.185
N -0.225 1.801 0.299 -0.116
S -3.167 1.771 0.122 -0.265
I -3.393 -0.542 -0.246 0.133
H 0.683 -0.044 0.246 0.223
H -0.950 -0.094 0.585 0.211
```

Computed properties:
- HOMO level (spin up / spin down): -8.74 / -8.73 eV
- F_max: 3.22 eV/A


Entry 2:
DFT (wB97M-V/def2-TZVPD) results for 2 unconnected molecules or ions with the total composition C6H11ClN2OS at a distorted geometry.

XYZ file:
```
22
Properties=species:S:1:pos:R:3:nbo_charge:R:1
C 0.844 1.456 -1.430 -0.035
C 2.127 -0.060 -0.606 0.564
C 2.832 -0.868 0.393 -0.694
C -1.917 -0.048 0.155 -0.433
C -0.850 -0.949 0.689 -0.529
C -3.006 0.164 1.239 -0.377
N 1.719 0.991 -2.461 -0.073
N 2.402 0.051 -1.935 -0.217
O 1.292 0.949 -0.217 -0.477
S 0.164 -1.557 -0.782 -0.221
Cl -2.370 1.063 2.623 -0.063
H 0.693 2.580 -1.494 0.226
H -0.141 0.998 -1.702 0.242
H 3.841 -0.438 0.615 0.237
H 2.688 -1.814 -0.014 0.276
H 2.151 -0.873 1.227 0.248
H -2.311 -0.444 -0.809 0.231
H -1.573 1.040 -0.159 0.201
H -1.250 -1.860 1.063 0.232
H -0.103 -0.289 1.226 0.241
H -3.459 -0.785 1.625 0.211
H -3.772 0.694 0.755 0.210
```

Computed properties:
- HOMO level: -8.36 eV
- F_max: 4.31 eV/A


Entry 3:
DFT (wB97M-V/def2-TZVPD) results for a molecular structure, C16H11CdN7O8S3.

XYZ file:
```
46
Properties=species:S:1:pos:R:3:nbo_charge:R:1
Cd -0.123 0.434 0.588 1.564
S -1.113 -1.827 -0.445 -0.406
C -2.397 -1.689 0.702 -0.225
S -2.423 -0.356 1.778 -0.373
C -3.388 -2.691 0.759 -0.544
C -3.341 -3.854 -0.077 0.337
N -3.307 -4.814 -0.720 -0.438
C -4.470 -2.645 1.696 0.340
N -5.355 -2.662 2.439 -0.433
N 1.938 -1.502 1.184 -0.445
C 1.432 -2.457 1.594 0.485
N 0.853 -3.554 2.068 -0.490
C -0.418 -3.482 2.796 -0.249
C -0.399 -4.576 3.836 -0.075
O -0.180 -5.857 3.240 -0.530
C 1.027 -5.900 2.501 -0.070
C 1.060 -4.841 1.419 -0.234
H -1.239 -3.644 2.097 0.225
H -0.539 -2.494 3.238 0.249
H -1.362 -4.633 4.340 0.202
H 0.388 -4.380 4.576 0.157
H 1.088 -6.896 2.062 0.186
H 1.884 -5.752 3.173 0.155
H 0.261 -5.016 0.691 0.215
H 2.020 -4.841 0.905 0.211
O 1.409 1.769 -0.981 -0.727
C 0.368 2.372 -1.289 0.732
O -0.801 2.083 -0.927 -0.770
C 0.519 3.583 -2.190 -0.107
C -0.577 4.101 -2.863 -0.151
C -0.396 5.198 -3.679 0.068
C 0.823 5.820 -3.844 -0.207
C 1.884 5.281 -3.152 0.007
C 1.765 4.174 -2.338 -0.141
N 3.217 5.931 -3.314 0.538
O 4.142 5.474 -2.680 -0.362
O 3.273 6.918 -4.026 -0.400
N -1.561 5.757 -4.423 0.526
O -2.610 5.157 -4.352 -0.363
O -1.359 6.734 -5.122 -0.400
H -1.549 3.646 -2.729 0.278
H 0.939 6.682 -4.479 0.271
H 2.618 3.758 -1.819 0.282
O 2.962 2.365 3.280 -0.993
S 2.234 1.719 2.173 1.337
N 0.801 1.407 2.315 -1.233
```

Computed properties:
- HOMO level: -2.53 eV
- Total charge: -2
- F_max: 0.83 eV/A


Entry 4:
DFT (wB97M-V/def2-TZVPD) results for a molecular structure, C18H42FGaIP at a distorted geometry.

XYZ file:
```
64
Properties=species:S:1:pos:R:3:nbo_charge:R:1
C -5.121 5.191 0.878 -0.680
C -5.274 3.528 0.785 -0.210
F -4.311 2.975 1.769 -0.451
Ga -4.751 3.050 -1.184 0.732
I -4.976 5.146 -2.818 -0.512
H -6.038 5.610 0.254 0.227
H -5.083 5.579 1.981 0.204
H -4.160 5.441 0.240 0.216
H -6.337 3.150 1.096 0.163
H -5.663 1.912 -1.837 -0.311
H -3.176 2.686 -1.135 -0.368
C 1.957 2.353 2.564 -0.611
C 1.772 0.869 2.826 -0.405
C 2.775 -0.005 2.080 -0.391
C 2.509 -0.190 0.585 -0.788
P 1.245 -1.328 0.076 1.662
C 1.555 -2.874 0.977 -0.747
C 2.930 -3.541 0.950 -0.401
C 3.356 -4.256 -0.334 -0.397
C 2.328 -5.217 -0.909 -0.614
C 1.440 -1.750 -1.633 -0.788
C 1.286 -0.750 -2.769 -0.390
C -0.120 -0.258 -3.069 -0.401
C -1.187 -1.340 -3.144 -0.623
C -0.413 -0.953 0.583 -0.781
C -1.286 0.217 0.139 -0.402
C -0.641 1.597 0.038 -0.413
C -1.116 2.555 1.116 -0.622
H 1.906 2.593 1.499 0.201
H 1.181 2.929 3.081 0.234
H 2.930 2.693 2.940 0.207
H 0.749 0.578 2.584 0.196
H 1.884 0.694 3.907 0.217
H 2.806 -0.982 2.568 0.205
H 3.773 0.430 2.206 0.226
H 3.438 -0.582 0.158 0.259
H 2.381 0.779 0.093 0.273
H 0.782 -3.594 0.690 0.256
H 1.340 -2.642 2.028 0.258
H 2.945 -4.288 1.755 0.225
H 3.701 -2.806 1.207 0.210
H 4.273 -4.822 -0.122 0.221
H 3.649 -3.528 -1.092 0.187
H 2.188 -6.076 -0.246 0.215
H 2.671 -5.590 -1.880 0.226
H 1.356 -4.746 -1.071 0.190
H 0.852 -2.646 -1.855 0.265
H 2.483 -2.063 -1.725 0.262
H 1.669 -1.224 -3.682 0.218
H 1.933 0.115 -2.581 0.211
H -0.109 0.290 -4.018 0.225
H -0.390 0.481 -2.323 0.210
H -1.039 -1.968 -4.027 0.211
H -2.177 -0.879 -3.216 0.245
H -1.198 -1.982 -2.259 0.180
H -0.410 -0.947 1.679 0.262
H -0.993 -1.852 0.330 0.265
H -2.147 0.266 0.820 0.245
H -1.739 -0.031 -0.823 0.227
H -0.912 2.051 -0.924 0.242
H 0.443 1.528 0.041 0.161
H -2.173 2.803 0.975 0.280
H -0.547 3.489 1.064 0.208
H -0.995 2.130 2.115 0.181
```

Computed properties:
- HOMO level: -6.78 eV
- F_max: 2.51 eV/A


Entry 5:
DFT (wB97M-V/def2-TZVPD) results for a molecular structure, C49H56AsBCl2N7STi at a distorted geometry.

XYZ file:
```
118
Properties=species:S:1:pos:R:3:lowdin_charge:R:1
Ti 11.446 12.196 13.595 0.639
C 10.786 7.664 10.656 -0.001
C 11.715 8.368 11.587 -0.251
C 13.052 8.182 11.809 0.042
C 13.470 9.220 12.669 -0.219
N 12.403 9.981 12.972 0.079
N 11.335 9.407 12.355 -0.017
B 10.045 10.194 12.356 -0.540
N 10.346 11.501 11.578 -0.107
N 11.476 11.518 10.777 0.118
C 11.187 12.269 9.714 -0.230
C 9.843 12.725 9.808 0.019
C 9.336 12.246 10.969 -0.312
C 8.015 12.548 11.622 -0.007
C 12.173 12.461 8.561 -0.525
C 12.186 13.952 8.139 -0.032
C 13.584 12.057 9.063 -0.045
C 11.766 11.606 7.385 -0.048
N 9.831 10.674 13.879 -0.049
N 9.493 11.986 14.179 0.003
C 8.716 11.969 15.280 -0.158
C 8.585 10.621 15.699 0.062
C 9.288 9.858 14.812 -0.253
C 9.395 8.380 14.699 0.016
C 7.892 13.143 15.762 -0.531
C 6.703 13.304 14.808 -0.025
C 8.602 14.500 15.815 -0.030
C 7.339 12.823 17.110 -0.053
C 14.924 9.416 13.108 -0.527
C 15.629 10.180 11.990 -0.046
C 15.024 10.153 14.438 -0.066
C 15.580 8.038 13.257 -0.042
H 11.239 6.718 10.271 0.104
H 9.829 7.401 11.106 0.077
H 10.503 8.260 9.796 0.084
H 13.724 7.498 11.350 0.112
H 9.125 9.589 11.978 0.128
H 9.357 13.382 9.110 0.129
H 7.230 12.802 10.928 0.094
H 7.723 11.770 12.364 0.087
H 8.104 13.429 12.244 0.051
H 12.206 14.622 9.001 0.083
H 13.023 14.157 7.509 0.075
H 11.293 14.191 7.538 0.091
H 14.290 12.058 8.250 0.082
H 13.563 11.069 9.558 0.075
H 13.979 12.748 9.800 0.070
H 10.771 11.726 6.987 0.081
H 12.445 11.783 6.553 0.090
H 11.842 10.531 7.675 0.101
H 8.064 10.268 16.569 0.133
H 9.311 7.941 15.698 0.094
H 8.605 7.939 14.061 0.111
H 10.299 8.042 14.178 0.082
H 6.999 13.790 13.905 0.061
H 6.270 12.312 14.605 0.104
H 5.939 13.895 15.299 0.096
H 9.037 14.826 14.896 0.061
H 7.851 15.251 16.069 0.097
H 9.326 14.541 16.648 0.071
H 6.557 12.042 17.089 0.103
H 8.120 12.470 17.787 0.066
H 6.878 13.736 17.540 0.112
H 15.238 11.171 11.864 0.020
H 16.696 10.341 12.238 0.100
H 15.568 9.694 10.980 0.109
H 14.452 11.059 14.451 -0.013
H 14.668 9.544 15.248 0.056
H 16.064 10.406 14.667 0.113
H 15.660 7.533 12.308 0.074
H 16.609 8.130 13.612 0.096
H 15.048 7.399 13.975 0.093
Cl 13.821 13.029 13.078 0.838
C 13.641 14.772 12.973 -0.587
C 14.728 15.531 13.265 -0.086
C 14.525 16.917 13.341 -0.045
C 13.269 17.443 13.115 -0.094
C 12.222 16.616 12.752 -0.686
Cl 10.729 17.394 12.423 0.729
C 12.342 15.249 12.717 -0.672
S 11.057 14.167 12.359 0.831
H 15.681 15.008 13.435 0.124
H 15.366 17.573 13.527 0.116
H 13.124 18.517 13.086 0.115
N 11.802 14.650 15.742 0.107
C 11.659 13.787 14.997 -0.468
C 16.425 12.384 17.801 -0.075
C 15.649 13.309 17.148 -0.068
C 14.366 12.947 16.748 -0.113
C 13.886 11.669 16.960 -0.381
C 14.641 10.732 17.654 -0.097
C 15.908 11.110 18.081 -0.064
As 12.177 11.221 16.212 1.403
C 11.025 11.626 17.767 -0.261
C 10.796 12.900 18.264 -0.094
C 10.070 13.029 19.442 -0.083
C 9.667 11.899 20.124 -0.086
C 9.938 10.626 19.650 -0.018
C 10.568 10.480 18.417 -0.201
C 11.064 9.221 17.828 -0.193
C 10.789 7.954 18.300 -0.024
C 11.359 6.831 17.716 -0.042
C 12.146 7.003 16.562 -0.063
C 12.360 8.258 16.025 -0.108
C 11.904 9.389 16.702 -0.312
H 17.464 12.657 18.044 0.117
H 16.002 14.298 16.967 0.102
H 13.790 13.669 16.194 0.051
H 14.299 9.733 17.877 0.108
H 16.567 10.437 18.644 0.114
H 11.220 13.760 17.798 0.066
H 9.815 14.027 19.848 0.127
H 9.080 12.016 21.066 0.126
H 9.650 9.785 20.316 0.126
H 10.180 7.832 19.184 0.112
H 11.137 5.844 18.065 0.105
H 12.515 6.164 15.995 0.107
H 12.904 8.393 15.098 0.081
```

Computed properties:
- HOMO level: -10.75 eV
- Total charge: +1
- F_max: 1.70 eV/A


Entry 6:
DFT (wB97M-V/def2-TZVPD) results for a molecular structure, C42H77B3Br2O18S7 at a distorted geometry.

XYZ file:
```
149
Properties=species:S:1:pos:R:3:lowdin_charge:R:1
C 4.422 -0.629 5.749 -0.039
C 4.235 -0.213 4.313 -0.283
C 4.512 1.093 3.926 -0.050
C 4.321 1.471 2.599 -0.023
C 3.857 0.588 1.625 -0.119
C 3.642 1.026 0.179 -0.330
C 3.872 2.522 -0.018 -0.089
C 2.183 0.728 -0.258 -0.057
C 3.607 -0.737 2.015 -0.216
O 3.203 -1.602 1.033 -0.040
C 2.586 -2.799 1.487 -0.046
B 1.146 -2.594 2.090 -0.521
O 0.608 -3.605 2.860 0.286
B -0.712 -3.326 3.165 -0.306
O -0.955 -2.063 3.705 0.234
B -0.594 -1.157 2.711 -0.773
C -1.421 0.191 2.608 -0.547
Br -1.642 0.714 0.743 0.841
C -0.877 1.320 3.524 -0.689
C -0.576 2.645 2.858 -0.188
Br 0.739 0.705 4.457 0.877
O 0.424 -1.450 1.833 0.272
C 3.800 -1.116 3.340 0.016
H 3.969 0.147 6.356 0.069
H 3.865 -1.543 5.942 0.079
H 5.471 -0.721 5.995 0.060
H 4.870 1.787 4.671 0.100
H 4.555 2.492 2.349 0.096
H 4.342 0.465 -0.438 0.138
H 3.542 2.827 -1.005 0.073
H 3.232 3.056 0.686 0.083
H 4.890 2.845 0.180 0.077
H 2.117 -0.227 -0.768 0.066
H 1.767 1.539 -0.849 0.072
H 1.584 0.621 0.640 0.057
H 3.214 -3.395 2.146 0.100
H 2.438 -3.417 0.597 0.141
H -1.560 -4.107 2.883 0.132
H -2.424 -0.045 2.944 0.088
H -1.617 1.495 4.293 0.092
H -0.031 3.259 3.573 0.067
H -1.482 3.188 2.607 0.082
H 0.073 2.541 1.997 0.051
H 3.607 -2.125 3.669 0.111
C 9.242 2.775 8.153 -0.220
C 8.644 3.735 7.115 -0.214
C 7.757 2.904 6.179 -0.219
S 7.178 1.505 7.150 0.658
O 7.727 0.297 6.591 -0.313
O 5.768 1.649 7.399 -0.325
C 8.081 1.914 8.641 -0.228
H 9.712 3.311 8.976 0.115
H 10.000 2.146 7.683 0.120
H 8.039 4.489 7.623 0.117
H 9.418 4.259 6.557 0.113
H 6.896 3.462 5.822 0.099
H 8.318 2.507 5.335 0.106
H 8.393 0.996 9.134 0.109
H 7.409 2.478 9.286 0.108
C -6.260 2.734 -2.367 -0.213
C -5.149 1.699 -2.155 -0.211
C -3.851 2.467 -1.904 -0.223
S -4.325 4.031 -1.159 0.659
O -3.983 5.101 -2.060 -0.321
O -3.906 4.062 0.222 -0.342
C -6.094 3.756 -1.244 -0.230
H -7.248 2.276 -2.350 0.116
H -6.132 3.223 -3.335 0.119
H -5.391 1.080 -1.287 0.122
H -5.022 1.038 -3.008 0.065
H -3.186 1.942 -1.226 0.023
H -3.331 2.684 -2.836 0.104
H -6.595 4.703 -1.432 0.105
H -6.410 3.347 -0.285 0.105
C 4.931 -5.904 2.974 -0.228
C 5.914 -5.261 1.986 -0.212
C 7.103 -4.734 2.800 -0.213
S 7.215 -5.783 4.258 0.659
O 6.933 -4.987 5.424 -0.317
O 8.399 -6.598 4.179 -0.325
C 5.775 -6.782 3.890 -0.230
H 4.164 -6.483 2.462 0.116
H 4.434 -5.126 3.559 0.109
H 6.258 -6.013 1.273 0.117
H 5.447 -4.459 1.415 0.104
H 8.040 -4.795 2.254 0.102
H 6.940 -3.713 3.141 0.103
H 5.279 -7.052 4.819 0.108
H 6.120 -7.678 3.375 0.107
C -4.971 -0.873 -8.138 -0.208
C -4.648 0.624 -8.253 -0.209
C -5.113 1.302 -6.959 -0.233
S -5.025 0.039 -5.685 0.677
O -6.360 -0.231 -5.203 -0.321
O -3.952 0.353 -4.767 -0.338
C -4.501 -1.292 -6.749 -0.226
H -4.479 -1.454 -8.916 0.116
H -6.049 -1.030 -8.230 0.117
H -3.570 0.756 -8.365 0.121
H -5.123 1.075 -9.124 0.102
H -4.477 2.132 -6.682 0.080
H -6.148 1.634 -7.019 0.099
H -4.935 -2.228 -6.406 0.115
H -3.415 -1.328 -6.674 0.061
C -3.245 -3.852 6.546 -0.216
C -3.934 -2.874 5.585 -0.208
C -4.823 -3.701 4.647 -0.214
S -5.292 -5.172 5.570 0.661
O -4.710 -6.323 4.930 -0.320
O -6.697 -5.123 5.880 -0.324
C -4.340 -4.792 7.039 -0.229
H -2.762 -3.334 7.373 0.117
H -2.480 -4.420 6.012 0.115
H -4.550 -2.175 6.154 0.119
H -3.209 -2.289 5.020 0.096
H -5.724 -3.170 4.353 0.102
H -4.282 -4.028 3.761 0.096
H -3.964 -5.716 7.471 0.108
H -5.007 -4.293 7.741 0.107
C 0.755 -0.441 -3.510 -0.220
C 0.610 0.642 -4.587 -0.203
C 0.555 -0.065 -5.948 -0.213
S -0.136 -1.695 -5.634 0.678
O 0.862 -2.691 -5.928 -0.314
O -1.460 -1.777 -6.204 -0.336
C -0.273 -1.512 -3.860 -0.218
H 0.589 -0.043 -2.510 0.094
H 1.761 -0.865 -3.542 0.122
H -0.317 1.196 -4.424 0.116
H 1.430 1.358 -4.553 0.115
H -0.082 0.454 -6.659 0.100
H 1.547 -0.208 -6.374 0.104
H -0.086 -2.473 -3.386 0.108
H -1.288 -1.176 -3.644 0.107
C -7.354 4.703 -10.443 -0.217
C -6.032 4.726 -11.223 -0.212
C -4.965 5.326 -10.298 -0.215
S -5.484 4.944 -8.620 0.672
O -5.794 6.171 -7.938 -0.305
O -4.582 3.977 -8.041 -0.326
C -7.018 4.134 -9.069 -0.228
H -8.111 4.105 -10.947 0.116
H -7.741 5.719 -10.340 0.121
H -5.753 3.706 -11.495 0.115
H -6.116 5.299 -12.144 0.114
H -3.980 4.896 -10.465 0.102
H -4.915 6.409 -10.385 0.105
H -7.769 4.344 -8.311 0.111
H -6.824 3.063 -9.120 0.093
```

Computed properties:
- HOMO level: -8.16 eV
- F_max: 1.61 eV/A